Formula: C3H12Si2
Source: the Open Molecules 2025 dataset
Level of theory: wB97M-V/def2-TZVPD

XYZ file:
```
17
Properties=species:S:1:pos:R:3:forces:R:3
C 3.40884 -0.10704 -1.40128 -1.609 0.966 4.292
C 1.35519 -0.49249 1.03567 2.022 -1.526 0.003
C -2.37480 1.19349 -0.33526 2.538 -2.344 0.972
Si -3.00696 -0.32356 0.63079 -1.074 0.448 -0.916
Si 1.43320 -0.41275 -0.91385 0.964 0.232 -0.151
H 3.96534 -0.95889 -0.97297 0.047 0.367 -0.186
H 3.67081 0.08635 -2.39257 0.105 0.140 -1.611
H 3.66353 0.84224 -0.74050 -0.221 -1.774 -1.235
H 2.26482 -0.23118 1.64140 -0.804 0.182 -0.584
H 0.46702 -0.09927 1.47064 -0.723 0.895 0.137
H 1.20878 -1.57694 1.31768 0.204 0.519 -0.657
H -2.21667 0.71716 -1.29706 -0.279 0.503 -0.579
H -2.84976 2.11753 -0.33949 -1.334 1.297 -0.203
H -1.87605 -1.25528 1.01209 -0.521 0.447 -0.047
H -3.87070 -0.97606 -0.48869 0.517 0.090 1.152
H -3.91310 0.07784 1.79358 0.614 -0.439 -0.463
H -1.32948 1.39888 -0.02017 -0.445 -0.003 0.075
```
Positions in Å, forces in eV/Å.

Values from the calculation:
E ... -19057.786 eV
E_HOMO ... -7.961 eV
HOMO-LUMO gap ... 7.58 eV
Total charge ... 0
Lowest unoccupied orbital energy ... -0.38 eV
Relative energy (zero: lowest compared OMol25 entry of this formula, charge and spin) ... 186.8 kJ/mol



Formula: C5H9N2O
Source: the Open Molecules 2025 dataset
Level of theory: wB97M-V/def2-TZVPD

XYZ file:
```
17
Properties=species:S:1:pos:R:3:forces:R:3
C -0.21242 0.39761 0.48872 -0.869 -0.478 -0.704
C -1.14737 0.42177 -2.15968 -1.967 1.867 -0.127
C -0.00084 0.75422 -0.84248 0.183 0.120 1.097
C 0.05583 -0.34430 -1.89863 -0.543 -0.144 -0.332
C 1.25829 -0.32720 -2.88751 0.188 0.600 3.184
N -0.60090 -0.02467 1.49690 0.559 0.307 -0.997
N -0.41511 -0.19866 4.08917 0.696 -2.618 -1.020
O -2.14072 0.97587 -2.48850 2.785 -1.881 0.617
H 0.58640 1.63579 -1.00258 0.092 0.383 -0.194
H -0.30461 -1.29168 -1.44151 0.603 0.224 -0.555
H 2.15539 -0.66293 -2.26046 -1.236 -0.098 -1.162
H 1.49143 0.75100 -3.05176 -0.400 -0.970 -0.857
H 0.93140 -0.99120 -3.65769 0.722 0.018 -1.076
H -0.41813 -0.33737 2.52265 -0.161 0.412 1.040
H -1.38701 -0.42777 4.26253 -0.025 1.186 0.532
H 0.04669 0.65123 4.33702 -0.677 0.690 0.585
H 0.10169 -0.98173 4.49381 0.051 0.382 -0.032
```
Positions in Å, forces in eV/Å.

Values from the calculation:
E ... -10349.104 eV
E_HOMO ... -13.333 eV
HOMO-LUMO gap ... 9.66 eV
Total charge ... +1
Lowest unoccupied orbital energy ... -3.68 eV
Relative energy (zero: lowest compared OMol25 entry of this formula, charge and spin) ... 339.4 kJ/mol



> Look up the E_HOMO of the second one.

-13.333 eV